C4H9IS | wB97M-V/def2-TZVPD

Output
DFT total energy in eV: -23226.4882
Multiplicity: 1
Total charge: 0
Molecular weight in Da: 216.09
HOMO-LUMO gap (spin up / spin down) in eV: 7.864 / 7.863

Each atom is followed by the atoms it is bonded to, with distances in Å.
Element x y z (Å)
1 C 0.591 1.698 0.647  C3 1.491, H7 1.102, H8 1.058, H9 1.133
2 C -0.923 -1.978 0.549  C4 1.492, H10 1.059, H11 1.033, H12 1.069
3 C 1.033 0.482 -0.094  C1 1.491, S5 1.760, H13 1.171
4 C -0.948 -0.882 -0.464  C2 1.492, I6 2.006, H14 1.003
5 S 1.793 0.744 -1.660  C3 1.760, H15 1.375
6 I -2.427 0.431 -0.798  C4 2.006
7 H 1.411 2.426 0.533  C1 1.102
8 H 0.370 1.509 1.664  C1 1.058
9 H -0.384 2.157 0.300  C1 1.133
10 H -0.975 -1.549 1.516  C2 1.059
11 H 0.009 -2.423 0.594  C2 1.033
12 H -1.634 -2.750 0.346  C2 1.069
13 H 1.572 -0.398 0.459  C3 1.171
14 H -0.519 -1.180 -1.320  C4 1.003
15 H 1.032 1.711 -2.273  S5 1.375